C17H20N2O7 | the ωB97M-V functional and the def2-TZVPD basis

Its lowest unoccupied orbital energy is -0.59 eV. Its structure (SMILES) is CCOC(=O)/C=C/C(=O)OCC(=O)N1CCN(C(=O)c2ccco2)CC1. Its HOMO energy is -9.1 eV. As for the net charge: 0.

Last column: Löwdin charge in e.
Cartesian coordinates (Å):
1 O 1.0574 2.2477 -0.6029  0.0221
2 O 0.7701 2.8362 1.5464  0.1053
3 O -0.5712 -1.7193 1.0278  0.0254
4 O -3.5474 0.7560 0.2694  -0.0282
5 O -3.2075 0.0509 -1.8369  0.1213
6 O 3.9210 1.5865 -2.0539  0.0773
7 O 1.8525 -3.2204 -1.1135  0.0710
8 N 2.2786 -1.6278 0.4205  -0.0283
9 N 3.5611 0.6373 -0.0542  -0.0397
10 C -2.8112 0.5836 -0.8317  -0.5087
11 C -1.0239 1.8170 0.3741  0.0540
12 C -1.4362 1.1224 -0.6853  0.0616
13 C 3.3643 1.6010 -0.9760  -0.4193
14 C 0.3455 2.3607 0.5193  -0.5000
15 C -2.2216 -2.6032 -0.1790  -0.0439
16 C 2.9979 0.5385 1.2690  -0.1012
17 C 4.2981 -0.5520 -0.4565  -0.0915
18 C 1.8932 -0.5310 1.2800  -0.0998
19 C 3.7050 -1.7857 0.2366  -0.1078
20 C -1.0020 -2.8703 -0.8332  0.0257
21 C -4.9007 0.2978 0.2175  -0.2134
22 C 1.4339 -2.4122 -0.3006  -0.3827
23 C -0.0150 -2.3088 -0.0614  -0.1693
24 C -5.8060 1.3075 -0.4726  -0.0559
25 C -1.8961 -1.9064 0.9455  -0.1102
26 C 2.3940 2.7387 -0.6239  -0.0414
27 H -4.9285 -0.6599 -0.3118  0.1184
28 H -5.7397 2.2734 0.0221  0.0801
29 H -0.8515 -3.4018 -1.7491  0.1233
30 H 1.7232 -0.8776 2.3075  0.1375
31 H 2.5885 1.4873 1.6113  0.1073
32 H 2.6367 3.2196 0.3291  0.1302
33 H 4.2153 -0.6322 -1.5428  0.1283
34 H 0.9628 -0.0938 0.9133  0.1030
35 H -2.4921 -1.5021 1.7402  0.1303
36 H 2.4563 3.4695 -1.4349  0.1419
37 H -1.6759 2.0078 1.2143  0.1324
38 H 3.8597 -2.6724 -0.3799  0.1244
39 H 5.3579 -0.4446 -0.1999  0.1330
40 H -0.7857 0.9260 -1.5260  0.1375
41 H -6.8337 0.9585 -0.4347  0.0794
42 H -5.5112 1.4208 -1.5128  0.0771
43 H 4.1693 -1.9462 1.2153  0.1268
44 H -5.1902 0.1571 1.2608  0.1247
45 H 3.8049 0.2595 1.9547  0.1319
46 H -3.1999 -2.8936 -0.5013  0.1097

=====

C37H38N5O2P2RuSe | the ωB97M-V functional and the def2-TZVPD basis

Its lowest unoccupied orbital energy (alpha / beta) is -5.52 / -6.95 eV. As for the spin multiplicity: 2. Its HOMO energy (alpha / beta) is -12.4 / -12.4 eV. Its expectation value of S² is 0.758. The calculation puts the energy above the lowest of the compared OMol25 structures with the same formula, charge and spin at 11.4 kcal/mol. As for the net charge: +2.

Last column: Löwdin charge in e.
Cartesian coordinates (Å):
1 Ru 0.3591 -0.9456 1.4097  0.7435
2 Se 2.8312 -1.1504 1.3491  0.7312
3 P 0.2260 -0.8793 3.7961  0.8271
4 P -0.7288 -2.9556 1.8378  0.8213
5 O -1.5641 -0.1405 1.2959  -0.1605
6 O 0.1111 1.2604 1.3622  -0.1111
7 N 3.2366 1.5467 2.1750  0.1410
8 N -0.4953 -0.5265 -5.9007  0.1717
9 N 3.1198 1.4416 0.0049  -0.0425
10 N 0.0643 -1.1552 -0.7535  -0.0706
11 N 1.0994 -2.0469 -5.6171  0.1919
12 C -0.6996 -0.3503 -2.8752  0.0218
13 C 1.5357 -2.4101 -8.0698  -0.0008
14 C 3.3946 3.9152 -0.4585  0.0159
15 C -3.7492 -1.2329 4.8502  -0.0411
16 C -4.1821 -2.1730 3.9316  -0.0411
17 C 0.9490 -2.0582 -2.7939  0.0189
18 C -0.5123 -0.4734 -8.4422  -0.0078
19 C 3.2931 2.7802 0.3379  -0.1468
20 C -1.6546 3.4994 1.3096  -0.0085
21 C 1.0225 -1.9195 5.0611  -0.2043
22 C -1.5248 -1.3657 3.9538  -0.3719
23 C 3.5878 5.1106 0.2021  -0.0482
24 C 0.2095 -4.2921 2.6525  -0.2167
25 C -1.9573 -2.3516 3.0427  -0.3721
26 C 0.2604 -1.2648 -5.0208  -0.2973
27 C 3.5729 4.0536 2.3933  0.0128
28 C -0.7116 -0.3570 -1.4946  -0.0993
29 C 3.3758 2.8498 1.7273  -0.1627
30 C -1.6142 -3.8397 0.5358  -0.2206
31 C -4.3815 2.9497 1.5058  -0.0516
32 C -2.5674 4.5364 1.3402  -0.0524
33 C 0.9055 -1.8306 -6.9744  -0.2171
34 C -3.2890 -2.7333 3.0255  -0.0592
35 C 1.1293 -2.0135 -9.3279  -0.0689
36 C 3.0138 0.9606 -1.3571  0.0146
37 C -2.1125 2.1828 1.3748  -0.1531
38 C 0.4650 0.7846 4.4907  -0.2076
39 C -1.1532 1.0821 1.3428  -0.5760
40 C -3.4767 1.9058 1.4739  -0.0059
41 C -3.9267 4.2603 1.4382  -0.0457
42 C -2.4184 -0.8287 4.8653  -0.0570
43 C 0.1559 -1.2038 -3.5674  -0.1041
44 C -0.0922 -0.8820 -7.1669  -0.1829
45 C 0.8704 -2.0028 -1.4253  -0.1700
46 C 0.1205 -1.0604 -9.5066  -0.0756
47 C 3.0600 0.7230 1.1296  -0.6408
48 C 3.6770 5.1786 1.6005  -0.0498
49 H -1.2173 0.1363 -5.6791  0.1561
50 H -0.8885 -4.2487 -0.1678  0.0535
51 H 2.0467 1.2367 -1.7723  0.1054
52 H -1.3651 0.3297 -3.3876  0.1189
53 H -0.4316 -4.8594 3.3265  0.0699
54 H 1.4679 -2.6722 -0.8205  0.0797
55 H -4.6374 5.0749 1.4647  0.1167
56 H 0.5919 -1.6081 6.0136  0.0695
57 H -4.4477 -0.8018 5.5534  0.1198
58 H 3.6787 6.0213 -0.3721  0.1183
59 H -5.2205 -2.4741 3.9139  0.1202
60 H -3.8108 0.8786 1.5327  0.1193
61 H -2.1023 -0.0754 5.5752  0.1079
62 H -3.6484 -3.4664 2.3164  0.1071
63 H -0.5936 3.6948 1.2336  0.1166
64 H -0.0852 0.9096 5.4224  0.0556
65 H -5.4404 2.7472 1.5834  0.1148
66 H 3.2758 1.2271 3.1292  0.1497
67 H 3.8385 6.1392 2.0681  0.1184
68 H -0.1642 -0.7835 -10.5120  0.1127
69 H 2.1009 -1.7659 5.0846  0.0589
70 H 3.8111 1.4059 -1.9499  0.1132
71 H 2.3164 -3.1429 -7.9215  0.1176
72 H -2.2258 5.5603 1.2885  0.1137
73 H 1.6116 -2.7564 -3.2844  0.1255
74 H 0.1690 1.5505 3.7777  0.0403
75 H 1.0708 -3.9036 3.1890  0.0209
76 H 0.5827 -4.9673 1.8816  0.0587
77 H -2.2963 -3.1842 -0.0037  0.0618
78 H 1.5913 -2.4434 -10.2054  0.1097
79 H 1.5254 0.8962 4.7233  0.0466
80 H -2.1682 -4.6639 0.9865  0.0637
81 H 0.8144 -2.9756 4.9182  0.0337
82 H 3.6464 4.1095 3.4696  0.1222
83 H 3.3275 3.8697 -1.5352  0.1210
84 H 3.1283 -0.1176 -1.3594  0.0693
85 H -1.3933 0.2858 -0.9570  0.1098
86 H -1.2933 0.2595 -8.5881  0.1128

=====

C37H32N3O3P2S2Ti | the ωB97M-V functional and the def2-TZVPD basis

Its lowest unoccupied orbital energy is -9.11 eV. Its HOMO energy is -16.2 eV. The calculation puts the energy above the lowest of the compared OMol25 structures with the same formula, charge and spin at 1.2 kcal/mol. As for the net charge: +3.

Last column: Löwdin charge in e.
Cartesian coordinates (Å):
1 Ti -1.4349 0.2100 -1.0394  0.9498
2 S -2.2836 -4.0449 -2.4219  1.2068
3 S -1.1236 2.2396 -2.1728  0.8532
4 P 1.6843 0.5559 -0.0643  0.8858
5 P -0.5470 0.5056 1.9897  0.8726
6 O -1.5806 0.6089 0.8123  -0.4022
7 O 0.4213 0.0965 -0.8833  -0.4734
8 O -3.2459 0.7170 -1.3564  -0.2569
9 N -1.6625 -1.5598 -2.0624  -0.0321
10 N -3.6190 -2.2242 -0.9578  0.1416
11 N -3.6959 1.9345 -1.7115  -0.1412
12 C 0.3438 -1.3695 -3.5596  -0.0282
13 C 2.2853 3.0779 -1.0207  -0.0849
14 C -5.4599 3.4349 -2.0295  0.0153
15 C -0.6509 -3.5446 1.8342  -0.0421
16 C 0.7791 -1.5701 3.1764  -0.0581
17 C 3.7080 -0.7492 1.2159  -0.0721
18 C -2.7730 2.7953 -2.1869  -0.5476
19 C 2.2490 -2.1410 -0.1344  -0.0558
20 C -3.2054 4.0402 -2.6261  -0.0206
21 C -0.9896 3.0609 5.0993  -0.0369
22 C -1.1295 1.3391 3.4274  -0.2933
23 C 2.6046 -0.8915 0.3683  -0.3166
24 C -0.2239 -1.2190 2.2694  -0.2981
25 C 1.0563 -3.4305 -4.6215  -0.0386
26 C 3.0526 3.9608 -1.7553  -0.0375
27 C -2.2542 0.8021 4.0660  -0.0568
28 C 1.2076 -2.0632 -4.3914  -0.0386
29 C -0.8449 -3.4357 -3.2062  -0.4365
30 C -0.9466 -2.2084 1.6072  -0.0742
31 C 4.0906 -3.1143 1.0644  -0.0282
32 C 0.0189 -4.1356 -4.0367  -0.0477
33 C 0.3605 -3.8900 2.7193  -0.0286
34 C -2.1108 2.5316 5.7236  -0.0189
35 C 4.4459 -1.8655 1.5649  -0.0359
36 C 2.6606 1.7308 -0.9385  -0.2899
37 C 4.1928 3.5071 -2.4120  -0.0163
38 C -4.5482 4.3540 -2.5495  0.0143
39 C 0.9784 1.3066 1.4269  -0.2623
40 C -0.6839 -2.0768 -2.9482  -0.2948
41 C -2.5698 -2.4889 -1.7635  -0.6616
42 C -2.7442 1.4057 5.2076  -0.0354
43 C 3.8068 1.2803 -1.6030  -0.0493
44 C -0.4959 2.4695 3.9483  -0.0617
45 C 3.0003 -3.2521 0.2180  -0.0424
46 C 1.0730 -2.9042 3.3926  -0.0344
47 C -5.0102 2.2087 -1.6111  0.0401
48 C 4.5676 2.1727 -2.3392  -0.0306
49 H -4.8930 5.3197 -2.8931  0.1394
50 H 1.8466 -3.1785 4.0964  0.1272
51 H 1.7314 1.2596 2.2192  0.0980
52 H -1.7720 -1.9590 0.9479  0.0796
53 H 1.7411 -3.9417 -5.2829  0.1253
54 H 1.3256 -0.8121 3.7268  0.1250
55 H 2.0056 -1.5273 -4.8866  0.1213
56 H 4.6782 -3.9822 1.3322  0.1260
57 H -0.1214 -5.1885 -4.2383  0.1277
58 H 2.7745 5.0035 -1.8128  0.1236
59 H -2.4842 4.7420 -3.0193  0.1331
60 H 1.4025 -2.2448 -0.8024  0.1017
61 H -5.6237 1.4186 -1.2062  0.1561
62 H 0.3771 2.9001 3.4763  0.1038
63 H -1.2221 -4.3167 1.3363  0.1172
64 H 0.5847 -4.9324 2.9015  0.1269
65 H 1.3992 3.4469 -0.5174  0.0939
66 H -6.5123 3.6642 -1.9530  0.1373
67 H -3.9967 -1.2860 -0.9688  0.0925
68 H -2.4922 2.9946 6.6235  0.1278
69 H -3.6118 0.9963 5.7059  0.1245
70 H 5.4573 1.8299 -2.8483  0.1259
71 H 2.7390 -4.2247 -0.1759  0.1220
72 H -0.4996 3.9319 5.5111  0.1245
73 H 5.3048 -1.7648 2.2140  0.1252
74 H 4.1122 0.2437 -1.5401  0.1164
75 H 4.0092 0.2245 1.5878  0.1235
76 H 0.4676 -0.3028 -3.4242  0.0971
77 H 4.7955 4.2034 -2.9794  0.1285
78 H -4.2910 -2.9572 -0.7852  0.1284
79 H 0.7530 2.3611 1.2441  0.0818
80 H -2.7385 -0.0887 3.6819  0.1193

=====

C10H20F9N2OP2 | the ωB97M-V functional and the def2-TZVPD basis

Its lowest unoccupied orbital energy is -2.90 eV. Its HOMO energy is -13.3 eV. As for the net charge: +1.

Last column: Löwdin charge in e.
Cartesian coordinates (Å):
1 P -3.0314 1.7292 -1.1082  0.7751
2 P -1.4414 -1.0019 -1.1787  0.9684
3 F 6.6401 -0.4269 -0.3939  0.1105
4 F -6.4428 1.7791 -0.2563  -0.0520
5 F 4.1848 0.0898 4.6551  0.1519
6 F 1.7899 -0.8607 3.8057  0.0899
7 F 2.7444 -1.7620 2.0600  0.0895
8 F 3.5278 0.9039 2.7571  0.1475
9 F 3.2177 0.0300 0.1180  0.0704
10 F 5.2269 -1.8904 0.4336  0.1436
11 F 4.2978 -0.5531 -1.6854  0.1001
12 O 5.1979 -0.6049 2.8384  0.0569
13 N -3.0091 -0.0449 -0.7278  -0.3802
14 N -3.2109 2.0113 -2.6140  -0.2191
15 C -6.1225 0.4394 -0.2058  -0.2135
16 C -0.8659 -0.1561 -2.6803  -0.3079
17 C -5.4643 0.0161 -1.5282  -0.1787
18 C 4.4146 0.1025 -0.5112  -0.2978
19 C -0.3033 -0.3141 0.0842  -0.2753
20 C -4.1918 -0.8029 -1.3437  -0.2216
21 C 2.9610 -1.3394 3.3220  -0.2779
22 C 4.0003 -0.2068 3.3512  -0.5537
23 C 5.8110 0.0110 1.7198  -0.0325
24 C 5.4985 -0.5757 0.3349  -0.4473
25 H -2.4056 2.4632 -3.0314  0.0041
26 H -3.8353 -1.2393 -2.2812  0.1058
27 H -7.0470 -0.1083 -0.0214  0.1282
28 H -5.4586 0.3084 0.6588  0.1099
29 H -1.6242 -0.2016 -3.4658  0.0432
30 H 6.8729 -0.1852 1.8586  0.1536
31 H 0.6592 -0.1216 -0.4041  0.0419
32 H -0.6609 0.6295 0.5072  0.0249
33 H 3.3003 -2.1746 3.9353  0.1780
34 H -6.1624 -0.6332 -2.0707  0.1311
35 H 4.6619 1.1475 -0.7098  0.1744
36 H -5.3104 0.8884 -2.1728  0.0910
37 H -0.1657 -1.0520 0.8765  0.0413
38 H 5.6720 1.0924 1.7302  0.1491
39 H -4.3928 -1.6409 -0.6650  0.1303
40 H -1.8479 2.1290 -0.4724  0.0183
41 H -0.5744 0.8893 -2.5364  0.0363
42 H 0.0203 -0.7201 -2.9971  0.0585
43 H -4.0764 2.1273 -0.2715  0.0286
44 H -3.0545 -0.1709 0.2865  0.1054

=====

C5H12NO2 | the ωB97M-V functional and the def2-TZVPD basis

Its lowest unoccupied orbital energy is -3.80 eV. Its structure (SMILES) is C[C@H]([NH3+])CCC(=O)O. Its HOMO energy is -13.9 eV. The calculation puts the energy above the lowest of the compared OMol25 structures with the same formula, charge and spin at 29.2 kcal/mol. As for the net charge: +1.

Last column: Löwdin charge in e.
Cartesian coordinates (Å):
1 O 1.4580 1.3650 2.7276  0.1795
2 O 2.5722 2.2455 0.9639  0.0517
3 N -0.6388 -2.0201 -0.3356  0.2277
4 C -1.8444 -0.1893 -1.4726  -0.0597
5 C -0.2453 0.3853 0.4653  -0.1032
6 C 1.7345 1.3561 1.5976  -0.5522
7 C -0.5968 -0.5425 -0.7359  -0.3691
8 C 1.2808 0.3288 0.5887  -0.0927
9 H -2.8324 -0.2275 -0.8535  0.1333
10 H -0.8443 0.1847 1.3025  0.1252
11 H 1.7224 0.4772 -0.3798  0.1196
12 H -0.5674 -2.6052 -1.2123  0.2007
13 H -1.7472 0.9134 -1.8008  0.1336
14 H 0.2929 -0.3966 -1.4606  0.1730
15 H 0.0177 -2.2509 0.4375  0.1833
16 H 2.4148 3.2388 1.3323  0.2111
17 H -0.4064 1.3086 0.1349  0.0854
18 H -1.8537 -0.8627 -2.3444  0.0897
19 H -1.5677 -2.1567 0.0422  0.1570
20 H 1.6511 -0.5520 1.0030  0.1062